(1)
Density functional theory data (wB97M-V/def2-TZVPD) for C34H51F3FeNO3S7Si as an isolated structure.

Structure (XYZ):
```
101
C34H51F3FeNO3S7Si (wB97M-V/def2-TZVPD)
Fe -0.03 0.33 0.15
C -1.36 -3.60 -0.74
C -1.35 -2.53 0.32
C -2.29 -1.49 0.31
C -3.39 -1.40 -0.72
C -2.26 -0.51 1.32
C -3.33 0.56 1.32
C -1.34 -0.60 2.38
C -1.51 0.31 3.56
C -0.35 -1.60 2.35
C 0.71 -1.65 3.41
C -0.37 -2.57 1.33
C 0.65 -3.67 1.36
H -1.90 -4.49 -0.40
H -0.35 -3.91 -1.00
H -1.81 -3.25 -1.66
H -3.24 -0.55 -1.38
H -4.35 -1.27 -0.23
H -3.45 -2.29 -1.34
H -4.26 0.16 1.73
H -3.53 0.93 0.32
H -3.03 1.41 1.93
H -1.17 1.33 3.35
H -0.96 -0.05 4.43
H -2.56 0.37 3.84
H 0.44 -2.36 4.20
H 0.88 -0.67 3.85
H 1.66 -1.98 2.99
H 1.59 -3.36 0.88
H 0.30 -4.56 0.85
H 0.90 -3.95 2.39
F 4.96 2.34 2.36
C 4.46 1.17 2.81
F 5.50 0.51 3.36
F 3.60 1.45 3.79
C 3.85 0.37 1.69
C 4.68 -0.46 0.95
C 4.17 -1.22 -0.10
C 2.82 -1.09 -0.39
N 2.03 -0.27 0.30
C 2.49 0.46 1.34
S 1.24 1.42 2.02
H 5.72 -0.53 1.22
H 4.80 -1.87 -0.68
H 2.34 -1.64 -1.19
C 2.25 6.45 -0.03
C 2.23 5.03 0.50
C 2.96 4.07 -0.44
C 2.83 4.97 1.90
O 0.85 4.60 0.67
Si -0.33 4.34 -0.41
S -0.82 2.26 -0.56
O -1.70 5.13 -0.02
C -2.22 5.61 1.23
C -1.44 6.85 1.64
C -2.12 4.52 2.29
C -3.68 5.95 0.96
O 0.15 4.84 -1.87
C -0.56 5.19 -3.08
C -1.23 6.55 -2.89
C 0.51 5.27 -4.15
C -1.58 4.11 -3.40
H 3.28 6.79 -0.16
H 1.75 7.13 0.66
H 1.75 6.51 -1.00
H 3.99 4.40 -0.57
H 2.48 4.05 -1.42
H 2.96 3.07 -0.02
H 3.88 5.28 1.88
H 2.78 3.96 2.29
H 2.29 5.64 2.57
H -0.39 6.61 1.81
H -1.85 7.26 2.57
H -1.51 7.62 0.87
H -1.08 4.23 2.46
H -2.68 3.65 1.97
H -2.53 4.87 3.24
H -3.75 6.73 0.20
H -4.17 6.31 1.87
H -4.21 5.07 0.60
H -0.47 7.31 -2.65
H -1.95 6.52 -2.08
H -1.74 6.86 -3.81
H 1.27 6.00 -3.87
H 0.09 5.56 -5.11
H 1.01 4.30 -4.28
H -2.35 4.05 -2.63
H -1.09 3.14 -3.48
H -2.07 4.33 -4.35
C -2.52 0.85 -4.24
S -1.28 -0.19 -5.05
C 0.16 0.52 -4.33
C 0.56 0.35 -3.05
S -0.24 -0.77 -1.95
S 1.99 1.26 -2.60
C 2.36 1.93 -4.17
S 3.68 2.85 -4.46
S 1.14 1.56 -5.33
H -3.50 0.43 -4.48
H -2.48 1.88 -4.61
H -2.38 0.83 -3.16
```

Calculated values
Kohn-Sham gap (alpha / beta)	0.2743 / 0.2237	hartree
multiplicity	6
E_HOMO (alpha / beta)	-0.2751 / -0.2740	Ha

=====

(2)
Density functional theory data (wB97M-V/def2-TZVPD) for C34H51F3N6O4S3 as an isolated structure in a non-equilibrium geometry.

Structure (XYZ):
```
101
C34H51F3N6O4S3 (wB97M-V/def2-TZVPD)
N -5.69 -1.48 1.29
C -4.26 -1.74 1.57
C -3.59 -2.39 0.34
C -2.92 -1.56 -0.67
C -2.88 -0.05 -0.43
C -1.46 0.35 0.09
C -1.25 0.21 1.62
S -1.34 1.77 2.55
C 0.22 2.60 2.17
S 1.62 1.77 2.08
N 0.25 3.99 1.91
C -0.17 4.32 0.53
C -1.28 5.39 0.48
O -0.84 6.54 1.18
C -0.58 6.27 2.56
C -0.51 4.76 2.90
C -2.35 -2.08 -1.81
C -1.74 -1.10 -2.81
C -0.82 -1.68 -3.90
C -1.61 -2.11 -5.17
N -0.75 -2.72 -6.21
C -0.47 -4.12 -5.89
C 0.16 -4.92 -7.04
C 0.05 -6.31 -6.96
C 0.60 -7.16 -7.89
C 1.30 -6.61 -8.96
C 1.40 -5.23 -9.08
C 0.85 -4.39 -8.12
O 0.99 -3.01 -8.28
C -2.42 -3.50 -1.94
N -1.94 -4.22 -2.96
S -2.21 -5.78 -2.62
N -2.96 -5.63 -1.20
C -3.04 -4.33 -0.91
C -3.65 -3.76 0.24
C -4.32 -4.54 1.37
C -4.66 -6.01 1.07
C -5.22 -6.72 2.30
F -6.27 -6.05 2.82
F -5.56 -7.99 2.01
F -4.24 -6.80 3.24
H -6.23 -2.34 1.35
H -5.75 -1.10 0.35
H -4.12 -2.34 2.47
H -3.84 -0.75 1.79
H -3.03 0.50 -1.37
H -3.67 0.29 0.25
H -0.71 -0.30 -0.38
H -1.18 1.37 -0.20
H -1.90 -0.52 2.11
H -0.22 -0.17 1.76
H -0.60 3.41 0.07
H 0.70 4.60 -0.09
H -1.40 5.67 -0.57
H -2.24 5.03 0.89
H -1.42 6.67 3.15
H 0.36 6.76 2.86
H -0.05 4.61 3.89
H -1.56 4.41 2.98
H -2.55 -0.52 -3.30
H -1.16 -0.34 -2.27
H -0.06 -0.96 -4.26
H -0.28 -2.54 -3.50
H -2.09 -1.23 -5.64
H -2.41 -2.82 -4.93
H 0.10 -2.18 -6.30
H 0.17 -4.22 -4.99
H -1.41 -4.62 -5.64
H -0.49 -6.75 -6.12
H 0.49 -8.24 -7.79
H 1.76 -7.27 -9.69
H 1.96 -4.86 -9.93
H 0.12 -2.70 -8.57
H -3.71 -4.45 2.29
H -5.27 -4.04 1.62
H -3.71 -6.52 0.86
H -5.27 -6.16 0.18
C 7.71 6.41 3.56
O 7.49 5.02 3.70
C 7.71 4.52 5.01
C 6.41 4.14 5.69
N 5.62 5.32 6.03
C 4.24 5.04 6.42
C 3.33 4.34 5.42
O 2.99 5.12 4.29
C 3.96 5.14 3.25
H 7.72 6.64 2.49
H 6.90 6.99 4.02
H 8.67 6.70 3.99
H 8.30 5.22 5.61
H 8.31 3.61 4.90
H 6.63 3.59 6.61
H 5.87 3.47 5.01
H 5.60 5.94 5.23
H 3.79 6.00 6.67
H 4.26 4.45 7.35
H 2.38 4.14 5.93
H 3.71 3.36 5.11
H 4.49 4.19 3.16
H 4.66 5.96 3.40
H 3.44 5.33 2.31
```

Calculated values
Kohn-Sham gap	0.2876	hartree
E_HOMO	-0.3178	Ha

=====

(3)
Density functional theory data (wB97M-V/def2-TZVPD) for C34H51FeN6OP as an isolated structure in a non-equilibrium geometry.

Structure (XYZ):
```
94
C34H51FeN6OP (wB97M-V/def2-TZVPD)
Fe 1.64 -0.26 -0.04
N 1.83 -2.70 3.14
N 1.04 -1.94 -1.33
C 2.22 1.75 -0.52
C 3.36 0.98 -0.07
C 3.12 0.63 1.31
C 4.03 -0.17 2.21
H 4.89 -0.56 1.66
H 3.46 -1.09 2.60
H 4.37 0.41 3.06
C 1.84 1.15 1.69
C 1.24 1.06 3.05
H 1.59 1.90 3.66
H 1.50 0.14 3.58
H 0.14 1.12 3.02
C 1.27 1.82 0.56
C 0.03 2.65 0.60
H -0.83 2.03 0.90
H -0.19 3.11 -0.37
H 0.16 3.45 1.35
C 4.60 0.74 -0.86
H 5.32 1.56 -0.73
H 4.37 0.66 -1.93
H 5.10 -0.19 -0.55
C 2.19 2.60 -1.74
H 1.17 2.83 -2.04
H 2.68 2.10 -2.58
H 2.73 3.55 -1.57
C 1.23 -3.50 3.97
H 1.72 -3.50 4.95
C 0.08 -4.21 3.57
H -0.35 -4.87 4.32
C -0.47 -4.05 2.29
H -1.38 -4.62 2.02
C 0.16 -3.14 1.40
H -0.25 -2.98 0.39
C 1.30 -2.46 1.93
C 2.45 -1.57 1.55
H 2.99 -2.18 0.85
C 0.87 -0.69 -1.73
C 1.66 -2.74 -2.25
H 2.10 -3.64 -1.87
C 1.50 -2.08 -3.44
H 1.60 -2.50 -4.41
N 0.97 -0.82 -3.10
C 0.80 0.33 -3.82
C 1.76 0.58 -4.80
C 1.49 1.65 -5.65
H 2.15 1.80 -6.51
C 0.36 2.46 -5.42
C 0.11 3.59 -6.35
H -0.45 4.37 -5.83
H -0.46 3.26 -7.22
H 1.07 3.98 -6.70
C -0.55 2.20 -4.38
H -1.49 2.77 -4.29
C -0.31 1.15 -3.49
C -1.25 0.77 -2.38
H -1.79 -0.17 -2.61
H -2.02 1.55 -2.27
H -0.79 0.62 -1.38
C 2.98 -0.27 -4.92
H 2.76 -1.29 -5.27
H 3.60 -0.35 -4.01
H 3.62 0.18 -5.69
C -3.25 2.33 2.23
N -3.59 1.02 1.65
C -4.34 1.10 0.39
P -2.52 -0.25 1.84
O -1.27 -0.19 1.02
N -2.24 -0.16 3.48
C -1.21 -1.04 4.03
C -3.27 0.19 4.46
N -3.32 -1.66 1.51
C -4.41 -2.14 2.34
C -3.17 -2.30 0.21
H -3.07 3.06 1.43
H -2.35 2.27 2.86
H -4.09 2.69 2.85
H -4.89 2.04 0.38
H -3.67 1.07 -0.49
H -5.06 0.27 0.32
H -0.67 -0.51 4.82
H -1.64 -1.96 4.45
H -0.49 -1.32 3.24
H -2.92 1.03 5.07
H -4.21 0.48 3.97
H -3.46 -0.66 5.13
H -5.25 -1.43 2.38
H -4.77 -3.08 1.91
H -4.07 -2.35 3.37
H -4.10 -2.20 -0.38
H -2.35 -1.84 -0.35
H -2.94 -3.36 0.35
```

Calculated values
Kohn-Sham gap (alpha / beta)	0.1352 / 0.1934	hartree
net charge	-1
multiplicity	6
E_HOMO (alpha / beta)	-0.0438 / -0.1021	Ha

=====

(4)
Density functional theory data (wB97M-V/def2-TZVPD) for C34H52AuGeO4SSi2 as an isolated structure.

Structure (XYZ):
```
95
C34H52AuGeO4SSi2 (wB97M-V/def2-TZVPD)
Au 0.02 0.54 1.51
C 0.13 -0.40 -2.71
C -1.24 0.22 -2.43
C -1.17 1.73 -2.52
C -2.29 -0.34 -3.38
O -1.62 -0.05 -1.07
Si -2.07 -1.41 -0.29
S -1.79 -1.09 1.75
O -3.64 -1.82 -0.65
C -4.87 -1.20 -0.29
C -4.73 0.32 -0.23
C -5.86 -1.60 -1.38
C -5.33 -1.75 1.06
O -1.21 -2.63 -0.97
C -1.34 -4.05 -0.90
C 0.05 -4.61 -1.15
C -2.31 -4.49 -1.99
C -1.85 -4.48 0.47
H 0.51 -0.04 -3.67
H 0.07 -1.48 -2.73
H 0.82 -0.10 -1.92
H -0.83 2.05 -3.51
H -0.47 2.11 -1.77
H -2.15 2.17 -2.32
H -2.00 -0.15 -4.42
H -3.26 0.13 -3.20
H -2.40 -1.42 -3.25
H -4.38 0.70 -1.19
H -4.01 0.61 0.53
H -5.70 0.78 -0.01
H -5.52 -1.22 -2.35
H -6.85 -1.19 -1.17
H -5.93 -2.69 -1.44
H -4.59 -1.51 1.83
H -5.45 -2.83 1.00
H -6.29 -1.31 1.35
H 0.42 -4.26 -2.11
H 0.03 -5.70 -1.15
H 0.73 -4.27 -0.38
H -1.92 -4.20 -2.97
H -3.28 -4.01 -1.85
H -2.44 -5.58 -1.98
H -1.19 -4.12 1.26
H -1.90 -5.57 0.52
H -2.85 -4.09 0.66
O 1.58 0.78 0.12
Si 3.17 0.81 0.15
C 3.81 1.51 -1.48
C 2.87 2.06 -2.36
C 3.25 2.62 -3.58
C 4.58 2.64 -3.94
C 5.54 2.10 -3.09
C 5.15 1.55 -1.88
C 3.86 1.92 1.53
C 3.00 2.70 2.30
C 3.48 3.53 3.31
C 4.84 3.60 3.57
C 5.72 2.83 2.81
C 5.23 2.01 1.81
C 3.85 -0.94 0.42
C 2.92 -1.95 0.69
C 3.33 -3.26 0.94
C 4.68 -3.58 0.92
C 5.62 -2.60 0.65
C 5.20 -1.30 0.41
H 1.82 2.04 -2.08
H 2.49 3.03 -4.24
H 4.88 3.07 -4.89
H 6.58 2.11 -3.36
H 5.92 1.14 -1.23
H 1.93 2.66 2.11
H 2.78 4.12 3.89
H 5.21 4.24 4.35
H 6.78 2.88 3.00
H 5.94 1.42 1.24
H 1.87 -1.71 0.69
H 2.59 -4.02 1.16
H 5.00 -4.60 1.12
H 6.67 -2.84 0.63
H 5.96 -0.55 0.20
C -2.44 3.29 1.15
Ge -2.15 2.74 3.00
C -3.75 1.78 3.62
C -1.94 4.34 4.12
C -0.60 1.63 3.10
H -3.36 3.87 1.05
H -2.52 2.41 0.51
H -1.61 3.90 0.79
H -4.60 2.46 3.68
H -3.58 1.34 4.60
H -3.99 0.97 2.93
H -2.88 4.89 4.19
H -1.18 5.01 3.70
H -1.63 4.07 5.13
H 0.06 1.62 3.97
```

Calculated values
Kohn-Sham gap (alpha / beta)	0.2504 / 0.2772	hartree
net charge	-1
multiplicity	3
E_HOMO (alpha / beta)	-0.1530 / -0.2001	Ha

=====

(5)
Density functional theory data (wB97M-V/def2-TZVPD) for a 2-piece molecular cluster, C34H52BBrO10P3 overall in a non-equilibrium geometry.

Structure (XYZ):
```
101
C34H52BBrO10P3 (wB97M-V/def2-TZVPD)
C 1.33 1.97 4.20
C 0.73 2.34 2.97
P 1.78 2.48 1.35
C 1.37 4.27 0.91
C 0.23 5.04 1.64
C -1.23 4.78 1.04
C -2.30 4.35 2.10
C -3.24 3.28 1.39
C -4.71 3.24 1.95
C -4.97 2.11 3.01
C -4.32 0.73 2.67
C -4.41 0.30 1.16
O -3.08 -0.03 0.70
C -2.76 -1.38 0.98
C 0.27 1.65 0.48
B 0.40 1.56 -1.10
O 0.24 0.26 -1.70
O 0.60 2.64 -2.01
O 2.81 2.45 -0.07
C 3.93 1.60 0.14
P 4.17 0.74 -1.52
O 5.77 0.17 -1.68
O 3.03 -0.48 -1.79
C 3.83 0.74 1.50
C 4.78 1.19 2.68
C 6.30 1.35 2.26
C 7.17 0.08 2.65
C 8.52 0.02 1.86
C 8.35 -0.06 0.30
P 3.77 -1.15 1.30
O 5.26 -1.65 0.60
Br 3.66 -2.13 3.35
O 2.48 0.95 1.90
H 1.78 0.98 4.39
H 1.30 2.70 5.05
H -0.37 2.52 3.01
H 2.84 3.05 2.17
H 1.16 4.37 -0.19
H 2.31 4.87 1.06
H 0.40 6.13 1.41
H 0.24 5.00 2.76
H -1.15 4.07 0.18
H -1.61 5.73 0.59
H -1.89 4.00 3.07
H -2.98 5.21 2.34
H -2.73 2.30 1.35
H -3.32 3.63 0.33
H -5.47 3.17 1.14
H -4.89 4.22 2.46
H -6.09 1.95 3.04
H -4.69 2.38 4.05
H -3.23 0.81 2.92
H -4.72 -0.11 3.29
H -4.81 1.07 0.47
H -4.99 -0.66 1.05
H -3.17 -2.07 0.20
H -1.66 -1.55 1.06
H -3.19 -1.66 1.98
H -0.70 2.04 0.85
H 0.32 0.59 0.85
H 0.70 0.35 -2.55
H 1.49 2.55 -2.39
H 4.79 2.33 0.15
H 5.75 -0.34 -2.49
H 2.41 -0.60 -1.05
H 4.47 2.18 3.10
H 4.75 0.49 3.55
H 6.44 1.67 1.21
H 6.70 2.18 2.90
H 7.43 0.21 3.74
H 6.58 -0.86 2.59
H 9.11 -0.88 2.16
H 9.14 0.91 2.13
H 9.38 0.03 -0.14
H 7.95 -1.05 -0.02
H 7.74 0.75 -0.14
H 5.78 -0.83 0.54
C -1.25 -2.73 -3.07
C -2.31 -1.86 -2.86
C -3.61 -2.28 -3.11
C -3.85 -3.57 -3.58
C -2.78 -4.44 -3.81
C -1.48 -4.02 -3.55
C -3.02 -5.79 -4.36
O -2.09 -6.55 -4.56
C -4.41 -6.21 -4.67
C -4.64 -7.46 -5.23
C -5.94 -7.87 -5.52
C -7.01 -7.03 -5.22
C -6.78 -5.78 -4.67
C -5.48 -5.36 -4.40
C -5.25 -4.01 -3.83
O -6.19 -3.28 -3.58
H -0.24 -2.41 -2.87
H -2.13 -0.86 -2.51
H -4.44 -1.60 -2.95
H -0.65 -4.69 -3.71
H -3.81 -8.12 -5.46
H -6.11 -8.84 -5.96
H -8.02 -7.35 -5.44
H -7.62 -5.13 -4.44
```

Calculated values
Kohn-Sham gap	0.1690	hartree
net charge	-1
E_HOMO	-0.1490	Ha